## a
Formula: CH6OS
Source: the Open Molecules 2025 dataset
Level of theory: ωB97M-V with the def2-TZVPD basis set

Structure (XYZ):
```
9
Properties=species:S:1:pos:R:3:mulliken_charge:R:1
C 0.515 0.883 0.588 -0.577
O -0.916 0.944 0.356 -0.495
H 0.927 0.467 -0.337 0.221
H 0.891 1.906 0.613 0.335
H 0.737 0.181 1.381 0.255
H -1.290 1.670 0.864 0.293
S 0.128 -2.368 -0.876 -0.353
H -0.133 -2.103 -2.160 0.156
H -0.859 -1.579 -0.429 0.165
```

Output
SMILES   CO.S
Molar mass   66.12 g/mol
HOMO   -9.58 eV

## b
Formula: CH6OS
Source: the Open Molecules 2025 dataset
Level of theory: ωB97M-V with the def2-TZVPD basis set

Structure (XYZ):
```
9
Properties=species:S:1:pos:R:3:mulliken_charge:R:1
C 0.809 0.155 -0.078 -0.643
S -0.455 1.221 -0.672 -0.191
H 1.202 -0.503 -0.871 0.299
H 0.539 -0.465 0.793 0.160
H 1.604 0.858 0.223 0.276
H 0.203 1.533 -1.810 0.086
O -1.276 -0.564 0.650 -0.575
H -0.566 -1.244 0.701 0.307
H -2.060 -0.992 1.064 0.282
```

Output
SMILES   CS.O
Molar mass   66.12 g/mol
HOMO   -8.21 eV

## c
Formula: CH6OS
Source: the Open Molecules 2025 dataset
Level of theory: ωB97M-V with the def2-TZVPD basis set

Structure (XYZ):
```
9
Properties=species:S:1:pos:R:3:mulliken_charge:R:1
C 0.467 -0.983 -1.291 -0.742
S -0.400 0.420 -0.644 -0.239
H 1.557 -0.891 -1.341 0.287
H 0.228 -1.241 -2.331 0.282
H 0.215 -1.952 -0.797 0.281
H -0.571 -0.641 0.933 0.135
H -0.141 1.547 1.217 0.258
H -1.129 1.702 2.184 0.347
O -0.226 2.037 2.071 -0.609
```

Output
Molar mass   66.12 g/mol
HOMO   -9.66 eV

What are the relative energies? In kJ/mol: a 0.0; b 100.6; c 179.7.

## a
Formula: C3H3IN2O
Source: the Open Molecules 2025 dataset
Level of theory: ωB97M-V with the def2-TZVPD basis set

Structure (XYZ):
```
10
Properties=species:S:1:pos:R:3:mulliken_charge:R:1
I -0.362 1.467 2.997 0.247
O -0.815 1.453 0.983 -0.681
N -0.246 0.531 0.210 0.613
C -0.730 -0.727 -0.040 -0.268
C 0.141 -1.271 -0.931 -0.402
N 1.138 -0.382 -1.222 -0.592
C 0.894 0.680 -0.523 -0.098
H -1.622 -1.090 0.426 0.406
H 0.124 -2.238 -1.389 0.391
H 1.478 1.578 -0.509 0.384
```

Output
SMILES   IOn1ccnc1
Molar mass   209.97 g/mol
HOMO   -9.20 eV

## b
Formula: C3H3IN2O
Source: the Open Molecules 2025 dataset
Level of theory: ωB97M-V with the def2-TZVPD basis set

Structure (XYZ):
```
10
Properties=species:S:1:pos:R:3:mulliken_charge:R:1
C -0.061 1.788 0.157 0.094
C -0.182 0.330 -0.308 -0.157
C 2.123 0.862 -0.425 -0.250
N -0.124 2.927 0.181 -0.371
N 1.223 -0.037 -0.147 0.256
O 1.421 -1.427 0.279 -0.409
I 4.071 0.095 0.018 -0.009
H -1.209 -0.044 -0.997 0.336
H -0.637 0.095 0.667 0.218
H 2.178 -1.873 -0.063 0.293
```

Output
Molar mass   209.97 g/mol
HOMO   -9.20 eV

What are the relative energies? In kJ/mol: a 0.0; b 336.2.

## a
Formula: C3H3N2S2
Source: the Open Molecules 2025 dataset
Level of theory: ωB97M-V with the def2-TZVPD basis set

Structure (XYZ):
```
10
Properties=species:S:1:pos:R:3:mulliken_charge:R:1
S -2.479 -0.362 1.076 -0.456
C -0.992 -0.075 0.355 0.062
N -0.456 -1.097 -0.389 -0.159
N 0.898 -0.815 -0.641 -0.315
C 1.085 0.510 -0.078 -0.425
C -0.022 1.081 0.449 0.019
S -0.212 2.553 1.303 -0.513
H -0.832 -1.967 -0.115 0.238
H 1.107 -1.022 -1.624 0.244
H 1.901 1.196 -0.336 0.305
```

Output
SMILES   S=c1[nH][nH]cc1[S-]
Molar mass   131.21 g/mol
HOMO   -2.81 eV
Total charge   -1

## b
Formula: C3H3N2S2
Source: the Open Molecules 2025 dataset
Level of theory: ωB97M-V with the def2-TZVPD basis set

Structure (XYZ):
```
10
Properties=species:S:1:pos:R:3:mulliken_charge:R:1
N 0.886 0.797 1.727 -0.552
C 0.955 0.518 0.378 0.268
S 2.193 1.235 -0.687 -0.537
C 0.498 -0.567 -0.195 0.059
N -0.137 -1.316 -1.053 -0.597
C -1.417 -1.203 -1.352 -0.069
S -2.404 -0.259 -0.401 -0.445
H 1.356 1.688 1.915 0.261
H -0.077 0.815 1.859 0.278
H -1.855 -1.707 -2.191 0.334
```

Output
SMILES   NC([S-])=C=NC=S
Molar mass   131.21 g/mol
HOMO (spin up / spin down)   -3.09 / -3.09 eV
Total charge   -1

What are the relative energies? In kJ/mol: a 0.0; b 90.2.

## a
Formula: C22H22N2O4
Source: the Open Molecules 2025 dataset
Level of theory: ωB97M-V with the def2-TZVPD basis set

Structure (XYZ):
```
50
Properties=species:S:1:pos:R:3:mulliken_charge:R:1
C 1.544 2.943 -1.015 -1.179
H 0.594 3.524 -0.638 0.195
O 0.874 1.692 -1.517 -0.314
C 1.657 0.795 -2.189 0.828
C 2.911 0.809 -2.306 0.465
C 3.841 -0.149 -2.836 -1.366
C 3.263 -1.121 -3.454 0.220
C 1.731 -1.434 -3.416 -1.380
C 1.040 -0.394 -2.870 0.206
C -0.503 -0.283 -2.808 -1.364
H -0.693 0.434 -3.283 0.890
H -0.780 -1.383 -3.341 0.152
O -1.109 -0.224 -1.582 -0.236
C -1.665 0.746 -1.064 0.350
O -2.240 1.479 -1.996 -0.791
C -1.888 0.922 0.256 1.588
C -1.615 0.135 1.272 0.114
N -1.993 0.585 2.428 1.115
N -2.826 1.491 2.362 -1.277
C -2.651 1.867 0.984 -0.041
C -3.512 2.888 0.267 -1.313
H -3.697 3.615 1.111 0.349
H -4.168 2.556 -0.252 0.507
H -2.626 3.624 -0.253 0.172
C -1.945 -0.251 3.796 0.274
C -3.028 0.117 4.709 -0.590
C -2.983 -0.179 5.854 -0.332
C -1.630 -0.940 6.513 -0.677
C -0.486 -0.787 5.517 -0.777
C -0.674 -0.364 4.284 0.141
H 0.214 -0.574 3.668 0.264
H 0.288 -1.342 5.857 0.399
H -1.577 -1.161 7.482 0.510
H -3.799 -0.172 6.510 0.409
H -3.922 0.578 4.192 0.301
C -0.648 -1.375 1.384 -1.997
H -1.086 -2.041 2.063 0.485
H -0.833 -1.615 0.403 0.665
H 0.358 -1.085 1.218 0.436
H 1.439 -2.180 -3.824 1.086
C 4.025 -2.201 -3.886 0.725
O 5.490 -2.243 -3.898 -0.619
C 3.345 -3.483 -4.737 -1.661
H 2.625 -3.935 -4.040 0.395
H 2.727 -3.245 -5.529 0.423
H 3.895 -4.154 -4.958 0.607
H 4.824 -0.111 -2.729 0.673
H 3.517 1.764 -1.692 0.003
H 2.108 3.300 -1.752 0.550
H 2.267 2.565 -0.268 0.417
```

Output
Molar mass   378.43 g/mol
HOMO   -8.55 eV

## b
Formula: C22H22N2O4
Source: the Open Molecules 2025 dataset
Level of theory: ωB97M-V with the def2-TZVPD basis set

Structure (XYZ):
```
50
Properties=species:S:1:pos:R:3:mulliken_charge:R:1
C -1.584 -1.991 1.897 -1.899
C -1.028 -1.620 0.560 0.813
C -1.847 -1.601 -0.568 0.707
O -3.152 -1.977 -0.391 -0.548
C -4.168 -1.171 -0.963 -0.602
C -4.142 0.218 -0.308 0.638
O -4.860 0.525 0.615 -0.656
N -3.215 1.043 -0.843 -0.012
C -2.830 2.295 -0.217 -1.600
C -1.394 2.215 0.226 1.091
C -1.049 1.727 1.480 -0.195
C 0.294 1.645 1.816 -0.640
N 1.270 1.996 0.997 -0.369
C 0.943 2.448 -0.200 -0.592
C -0.365 2.575 -0.637 -0.440
C -1.318 -1.247 -1.813 -1.552
C 0.008 -0.906 -1.937 -0.706
C 0.861 -0.907 -0.829 0.603
C 2.256 -0.535 -0.878 1.233
C 2.969 -0.496 0.273 0.836
C 2.379 -0.897 1.544 -0.250
O 2.961 -0.917 2.600 -0.680
O 1.074 -1.299 1.533 -0.580
C 0.320 -1.276 0.412 0.524
C 4.395 -0.048 0.353 -0.998
C 4.808 0.723 -0.893 -0.674
C 4.394 -0.069 -2.126 -1.137
C 2.873 -0.171 -2.199 -0.851
H -1.590 -3.074 2.012 0.294
H -2.610 -1.642 1.983 0.428
H -0.974 -1.566 2.689 0.433
H -5.103 -1.671 -0.705 0.358
H -4.079 -1.097 -2.054 0.318
H -2.597 0.701 -1.563 0.274
H -2.965 3.114 -0.932 0.347
H -3.501 2.440 0.633 0.553
H -1.813 1.428 2.180 0.447
H 0.609 1.283 2.786 0.397
H 1.773 2.730 -0.835 0.544
H -0.581 2.961 -1.623 0.391
H -1.946 -1.270 -2.692 0.367
H 0.390 -0.633 -2.908 0.424
H 4.508 0.560 1.253 0.342
H 5.033 -0.927 0.484 0.380
H 5.885 0.889 -0.889 0.364
H 4.313 1.696 -0.899 0.225
H 4.771 0.404 -3.035 0.398
H 4.824 -1.071 -2.067 0.394
H 2.594 -0.919 -2.945 0.487
H 2.454 0.787 -2.522 0.371
```

Output
SMILES   Cc1c(OCC(=O)NCc2ccncc2)ccc2c3c(c(=O)oc12)CCCC3
Molar mass   378.43 g/mol
HOMO   -8.38 eV

What are the relative energies? In kJ/mol: a 1972.7; b 0.0.

## a
Formula: C3H5NO3S
Source: the Open Molecules 2025 dataset
Level of theory: ωB97M-V with the def2-TZVPD basis set

Structure (XYZ):
```
13
Properties=species:S:1:pos:R:3:mulliken_charge:R:1
C -0.138 0.976 0.174 -0.093
C 0.886 0.709 -0.634 -0.319
C -1.146 0.035 0.792 -0.475
N -2.237 -0.249 0.185 0.292
O 0.724 -1.819 0.064 -0.499
O 2.856 -0.770 -0.521 -0.514
O -2.492 0.014 -0.994 -0.625
S 1.275 -1.051 -1.011 0.588
H -0.372 2.123 0.341 0.243
H 1.586 1.509 -1.115 0.362
H -1.086 -0.285 1.782 0.456
H 3.020 -0.309 0.310 0.338
H -2.876 -0.882 0.627 0.244
```

Output
Molar mass   135.14 g/mol
HOMO   -8.82 eV

## b
Formula: C3H5NO3S
Source: the Open Molecules 2025 dataset
Level of theory: ωB97M-V with the def2-TZVPD basis set

Structure (XYZ):
```
13
Properties=species:S:1:pos:R:3:mulliken_charge:R:1
C -0.866 0.206 -0.092 0.494
C 0.085 -1.020 -0.034 0.441
C -0.312 1.566 -0.075 -1.370
N 1.424 -0.733 0.110 -0.093
O -0.277 -2.193 -0.150 -0.669
O -3.217 0.976 -0.015 -0.512
O 2.376 -1.742 0.017 -0.412
S -2.479 -0.253 0.009 0.412
H 0.210 1.772 -0.978 0.361
H 0.391 1.717 0.671 0.402
H -1.136 2.149 0.301 0.377
H 1.864 0.111 -0.116 0.222
H 1.939 -2.557 0.352 0.346
```

Output
Molar mass   135.14 g/mol
HOMO   -9.44 eV

What are the relative energies? In kJ/mol: a 139.7; b 0.0.

## a
Formula: H3NO2S2
Source: the Open Molecules 2025 dataset
Level of theory: ωB97M-V with the def2-TZVPD basis set

Structure (XYZ):
```
8
Properties=species:S:1:pos:R:3:mulliken_charge:R:1
N 0.112 -0.885 -0.806 -0.427
O 0.953 1.115 0.260 -0.445
O -1.032 -0.137 -0.602 -0.316
S -0.790 0.878 2.387 -0.219
S -0.600 1.426 0.618 0.510
H 0.452 -0.710 -1.843 0.252
H -0.250 -1.924 -0.734 0.267
H 1.154 0.237 0.720 0.380
```

Output
Molar mass   113.16 g/mol
HOMO (spin up / spin down)   -8.97 / -8.96 eV

## b
Formula: H3NO2S2
Source: the Open Molecules 2025 dataset
Level of theory: ωB97M-V with the def2-TZVPD basis set

Structure (XYZ):
```
8
Properties=species:S:1:pos:R:3:mulliken_charge:R:1
N -1.456 0.383 0.051 -0.467
O 0.974 0.535 0.879 -0.314
O 2.264 -0.616 -1.132 -0.438
S 1.784 -0.772 0.178 0.437
S -0.071 1.276 -0.221 0.123
H -1.944 -0.249 -0.706 0.267
H -2.065 0.779 0.777 0.245
H 0.514 -1.337 0.174 0.147
```

Output
Molar mass   113.16 g/mol
HOMO   -9.25 eV

What are the relative energies? In kJ/mol: a 114.2; b 0.0.

## a
Formula: C3H9NOS
Source: the Open Molecules 2025 dataset
Level of theory: ωB97M-V with the def2-TZVPD basis set

Structure (XYZ):
```
15
Properties=species:S:1:pos:R:3:mulliken_charge:R:1
N -2.126 3.321 1.125 -0.372
C -3.492 3.565 1.171 0.169
O -4.280 2.811 1.657 -0.479
H -1.605 3.776 0.403 0.221
H -1.701 3.009 1.984 0.216
H -3.787 4.524 0.667 0.246
C 0.670 -2.503 -0.165 -0.918
C 1.821 -1.738 -0.667 -0.457
S 3.358 -2.535 -1.410 -0.243
H 0.347 -3.280 -0.859 0.303
H 0.906 -2.969 0.798 0.293
H -0.167 -1.804 0.002 0.273
H 2.281 -1.151 0.113 0.342
H 1.511 -1.184 -1.558 0.288
H 3.502 -1.722 -2.493 0.120
```

Output
SMILES   NC=O.CCS
Molar mass   107.18 g/mol
HOMO   -9.04 eV

## b
Formula: C3H9NOS
Source: the Open Molecules 2025 dataset
Level of theory: ωB97M-V with the def2-TZVPD basis set

Structure (XYZ):
```
15
Properties=species:S:1:pos:R:3:mulliken_charge:R:1
O -2.320 1.493 -1.108 -0.517
C -1.509 0.359 -0.945 -0.321
N -0.776 0.389 0.278 -0.244
C 0.579 0.186 0.730 -0.585
C 1.192 -1.204 0.587 -0.463
S 2.932 -1.210 1.044 -0.233
H -2.577 1.593 -2.020 0.300
H -2.128 -0.549 -0.965 0.259
H -0.807 0.148 -1.785 0.265
H -1.308 0.965 0.914 0.180
H 1.190 1.013 0.326 0.374
H 0.506 0.426 1.812 0.231
H 0.589 -1.838 1.239 0.340
H 1.078 -1.594 -0.431 0.301
H 3.360 -0.176 0.323 0.113
```

Output
SMILES   OCNCCS
Molar mass   107.18 g/mol
HOMO   -8.50 eV

What are the relative energies? In kJ/mol: a 0.0; b 59.6.

## a
Formula: CH5S3
Source: the Open Molecules 2025 dataset
Level of theory: ωB97M-V with the def2-TZVPD basis set

Structure (XYZ):
```
9
Properties=species:S:1:pos:R:3:mulliken_charge:R:1
S -2.779 -0.034 -1.579 -0.367
H -2.157 -0.972 -2.305 0.108
C 2.851 -0.289 1.132 -0.779
S 1.545 0.571 0.191 -0.146
S -0.199 -0.286 0.929 -0.640
H 3.130 0.230 2.047 0.237
H 3.703 -0.257 0.445 0.245
H 2.527 -1.304 1.302 0.243
H -1.743 0.021 -0.661 0.097
```

Output
Molar mass   113.25 g/mol
HOMO   -2.47 eV
Total charge   -1

## b
Formula: CH5S3
Source: the Open Molecules 2025 dataset
Level of theory: ωB97M-V with the def2-TZVPD basis set

Structure (XYZ):
```
9
Properties=species:S:1:pos:R:3:mulliken_charge:R:1
S -0.285 3.087 1.188 -0.412
H 0.769 3.902 1.087 0.078
C -0.412 -1.986 -0.403 -0.738
S -0.298 -0.414 -1.332 -0.177
S 1.341 0.494 -0.382 -0.615
H 0.257 -1.980 0.442 0.262
H -1.428 -2.197 -0.070 0.248
H -0.164 -2.777 -1.124 0.212
H 0.220 1.873 0.594 0.142
```

Output
Molar mass   113.25 g/mol
HOMO   -2.69 eV
Total charge   -1

What are the relative energies? In kJ/mol: a 0.0; b 11.6.